C4H9NO3 | wB97M-V/def2-TZVPD

Last columns: bonded neighbours and bond lengths (Å).
Element x y z (Å)
1 N -0.758 -0.902 -1.057  C2 1.491, H9 1.017, H10 1.016
2 C 0.301 -1.313 -0.091  N1 1.491, C3 1.526, H11 1.096, H12 1.094
3 C 0.487 -0.090 0.803  C2 1.526, C4 1.517, C6 1.676, H13 1.089
4 C 1.215 1.037 0.095  C3 1.517, O5 1.440, H14 1.102, H15 1.092
5 O 0.443 1.534 -1.014  C4 1.440, H16 0.973
6 C -1.133 0.218 1.102  C3 1.676, O7 1.199, O8 1.325
7 O -1.708 -0.398 1.956  C6 1.199
8 O -1.608 1.346 0.595  C6 1.325, H17 0.992
9 H -1.722 -1.083 -0.790  N1 1.017
10 H -0.650 -1.426 -1.921  N1 1.016
11 H -0.019 -2.167 0.517  C2 1.096
12 H 1.206 -1.559 -0.653  C2 1.094
13 H 0.946 -0.357 1.754  C3 1.089
14 H 2.191 0.693 -0.282  C4 1.102
15 H 1.364 1.881 0.772  C4 1.092
16 H 0.421 0.862 -1.717  O5 0.973
17 H -0.975 1.723 -0.070  O8 0.992

Calculated values
HOMO in eV: -9.78
SMILES string: NC[C@@H](CO)C(=O)O
LUMO level in eV: 0.6
Net charge: 0
Energy relative to the best compared isomer or geometry (same formula, charge and spin) in kcal per mole: 32.9
Strongest force on any atom in hartree/bohr: 0.0755
2S+1: 1

Löwdin population analysis, charges in e, atoms 1 to 2:
1. N -0.007
2. C -0.211